[1]
A 16-piece molecular cluster, C3H38NO17 overall in a non-equilibrium geometry. Source: OMol25; level of theory: wB97M-V/def2-TZVPD.

Last column: Löwdin charge in e.
Atoms and positions in Å:
1 O 2.583 0.634 -0.171  0.0975
2 C 1.694 1.099 0.490  -0.2290
3 C 0.269 0.657 0.181  -0.1898
4 C -0.330 1.766 -0.730  -0.1731
5 O -1.753 1.553 -0.726  -0.0865
6 N -0.543 0.498 1.423  0.1752
7 H 1.790 1.755 1.354  0.1149
8 H 0.400 -0.273 -0.371  0.1393
9 H 0.084 1.639 -1.719  0.1264
10 H -0.241 2.829 -0.534  0.0707
11 H -1.933 1.091 -1.591  0.0609
12 H -1.127 1.312 1.646  0.1256
13 H -1.178 -0.271 1.260  0.0921
14 H 0.072 0.205 2.178  0.1009
15 H -1.475 1.761 -3.795  0.0552
16 H -3.009 1.781 -3.907  0.0682
17 O -2.284 1.438 -3.370  -0.0385
18 H 3.295 1.351 2.966  0.0594
19 H 3.646 -0.170 2.824  0.0618
20 O 3.003 0.509 2.606  -0.0441
21 H 1.920 4.530 -0.055  0.0807
22 H 0.830 4.355 -1.191  0.0800
23 O 1.127 4.058 -0.324  -0.0504
24 H -3.523 -0.587 1.178  0.0122
25 H -3.636 0.276 2.421  0.0675
26 O -2.999 -0.249 1.924  -0.0478
27 H 1.157 -3.370 0.727  0.0124
28 H 2.013 -4.507 0.320  0.0580
29 O 1.638 -3.706 -0.064  -0.0616
30 H -0.290 3.546 1.032  -0.0036
31 H -1.510 4.107 1.730  0.0588
32 O -0.720 3.585 1.912  -0.0555
33 H 1.505 -1.662 -2.491  0.0217
34 H 2.605 -0.825 -1.880  0.0388
35 O 2.318 -1.167 -2.741  -0.0574
36 H -2.676 -3.346 0.447  0.0586
37 H -2.034 -4.016 1.676  0.0864
38 O -1.818 -3.555 0.836  -0.0415
39 H -3.871 -0.361 -1.127  0.0479
40 H -4.876 -1.519 -1.049  0.0644
41 O -4.340 -0.932 -0.507  -0.0341
42 H 0.073 1.423 4.503  0.0626
43 H -1.156 0.436 4.615  0.0597
44 O -0.344 0.636 4.140  -0.0344
45 H 1.723 1.570 -4.769  -0.0086
46 H 1.543 2.958 -5.149  0.0352
47 O 1.375 2.402 -4.375  -0.0980
48 H 0.980 -4.004 4.251  0.0617
49 H 0.540 -2.504 4.550  0.0483
50 O 0.331 -3.314 4.079  -0.0359
51 H 0.331 -2.836 -1.141  0.0024
52 H -0.174 -3.330 -2.379  0.0756
53 O -0.053 -2.461 -1.959  -0.0661
54 H 2.587 -0.340 -4.142  0.0049
55 H 3.626 -0.018 -5.258  0.0501
56 O 2.694 0.073 -5.044  -0.0882
57 H 0.530 -2.228 2.325  0.0427
58 H -0.631 -2.369 1.518  0.0371
59 O 0.243 -1.916 1.446  -0.0714

M = 360.33 g/mol
Relative energy (zero: lowest compared OMol25 entry of this formula, charge and spin) = 102.2 kcal/mol
Charge = +1
Multiplicity = 1



[2]
C54H53AlGeINO5S as an isolated structure. Source: OMol25; level of theory: wB97M-V/def2-TZVPD.

Last column: Mulliken spin population.
Atoms and positions in Å:
1 Al 0.243 1.455 0.090  -0.0333
2 C 1.191 -2.449 1.585  -0.0004
3 C 0.422 -1.313 0.880  0.0038
4 C -0.649 -0.867 1.906  -0.0142
5 C 1.349 -0.093 0.575  -0.0012
6 C -0.269 -1.855 -0.376  0.0006
7 C -1.101 -2.976 -0.275  0.0000
8 C -1.750 -3.499 -1.382  0.0000
9 C -1.589 -2.907 -2.630  0.0001
10 C -0.770 -1.798 -2.748  0.0002
11 C -0.113 -1.287 -1.635  0.0011
12 H 1.773 -2.043 2.413  0.0001
13 H 1.879 -2.978 0.925  0.0001
14 H 0.496 -3.185 1.997  -0.0001
15 H -0.195 -0.793 2.897  -0.0006
16 H -1.471 -1.584 1.961  -0.0005
17 H -1.101 0.102 1.689  0.0076
18 H 1.659 0.270 1.570  0.0027
19 H -1.252 -3.449 0.689  -0.0001
20 H -2.396 -4.361 -1.269  0.0000
21 H -2.108 -3.305 -3.494  0.0000
22 H -0.637 -1.305 -3.703  0.0000
23 H 0.532 -0.434 -1.797  0.0000
24 I 0.051 7.262 6.605  0.0102
25 C 0.169 6.206 4.808  0.3138
26 C 0.408 6.892 3.605  -0.1162
27 C 0.496 6.201 2.423  0.2160
28 C 0.349 4.777 2.380  -0.0500
29 C 0.111 4.110 3.625  0.1967
30 C 0.025 4.810 4.803  -0.1052
31 C 0.436 4.092 1.153  0.2651
32 O 0.628 4.618 0.023  0.1178
33 O 0.262 2.741 1.206  0.0554
34 H 0.523 7.969 3.611  0.0034
35 H 0.679 6.727 1.495  0.0546
36 H -0.002 3.034 3.632  0.0630
37 H -0.158 4.282 5.732  0.0014
38 C 3.931 -3.483 -3.787  0.0000
39 C 2.977 -3.810 -2.833  0.0000
40 C 2.718 -2.943 -1.781  -0.0001
41 C 3.396 -1.728 -1.652  0.0004
42 C 4.363 -1.428 -2.613  -0.0001
43 C 4.627 -2.291 -3.670  0.0000
44 Ge 3.147 -0.483 -0.145  0.0063
45 C 4.126 1.144 -0.655  -0.0010
46 C 3.875 1.777 -1.874  0.0016
47 C 4.650 2.850 -2.295  0.0001
48 C 5.684 3.321 -1.498  0.0000
49 C 5.945 2.705 -0.284  0.0011
50 C 5.179 1.621 0.126  -0.0017
51 C 4.184 -1.233 1.350  -0.0010
52 C 4.181 -0.598 2.593  -0.0009
53 C 4.891 -1.118 3.667  -0.0003
54 C 5.617 -2.292 3.515  0.0000
55 C 5.634 -2.934 2.285  -0.0001
56 C 4.925 -2.404 1.212  0.0000
57 H 4.127 -4.153 -4.616  0.0000
58 H 2.421 -4.736 -2.909  0.0000
59 H 1.953 -3.227 -1.071  0.0000
60 H 4.930 -0.508 -2.543  0.0000
61 H 5.378 -2.024 -4.404  0.0000
62 H 3.085 1.415 -2.524  0.0000
63 H 4.446 3.320 -3.250  0.0001
64 H 6.284 4.162 -1.824  -0.0001
65 H 6.749 3.064 0.347  0.0000
66 H 5.415 1.144 1.069  0.0000
67 H 3.617 0.319 2.736  0.0033
68 H 4.874 -0.608 4.623  0.0003
69 H 6.166 -2.704 4.352  0.0000
70 H 6.199 -3.850 2.159  0.0000
71 H 4.946 -2.917 0.256  0.0000
72 C -5.873 -5.727 1.214  0.0000
73 C -5.843 -4.739 0.077  0.0000
74 C -6.493 -5.043 -1.110  0.0000
75 C -6.436 -4.166 -2.185  0.0000
76 C -5.774 -2.963 -2.051  0.0000
77 C -5.132 -2.628 -0.854  -0.0001
78 N -4.484 -1.388 -0.807  0.0001
79 C -4.471 -0.483 0.236  -0.0002
80 C -5.426 -0.535 1.259  0.0004
81 C -5.390 0.368 2.304  -0.0010
82 C -4.411 1.354 2.364  -0.0002
83 C -3.475 1.425 1.348  0.0045
84 C -3.496 0.529 0.283  -0.0007
85 C -2.513 0.696 -0.831  -0.0089
86 O -2.780 0.398 -1.981  -0.0001
87 O -1.378 1.230 -0.483  -0.0038
88 C -5.123 -3.540 0.208  0.0000
89 C -4.297 -3.317 1.446  0.0001
90 H -6.545 -6.553 0.985  0.0000
91 H -6.204 -5.263 2.145  0.0000
92 H -4.881 -6.145 1.405  0.0000
93 H -7.035 -5.978 -1.196  0.0000
94 H -6.930 -4.409 -3.118  0.0000
95 H -5.755 -2.247 -2.864  0.0000
96 H -3.989 -1.084 -1.636  0.0000
97 H -6.196 -1.295 1.216  -0.0001
98 H -6.143 0.305 3.081  -0.0002
99 H -4.381 2.060 3.183  0.0021
100 H -2.705 2.187 1.370  0.0001
101 H -4.918 -3.118 2.325  0.0000
102 H -3.609 -2.483 1.335  -0.0001
103 H -3.707 -4.209 1.664  0.0000
104 O 0.798 1.691 -3.173  0.0005
105 S 0.641 2.726 -2.100  -0.0026
106 C 1.612 4.171 -2.627  0.0031
107 C 0.623 5.298 -2.903  0.0014
108 C -0.672 4.636 -3.373  -0.0020
109 C -0.952 3.546 -2.346  0.0109
110 H 2.076 3.784 -3.536  -0.0004
111 H 2.349 4.407 -1.867  0.0003
112 H 1.029 5.994 -3.639  0.0003
113 H 0.447 5.829 -1.968  0.0015
114 H -0.538 4.183 -4.359  -0.0001
115 H -1.501 5.342 -3.436  -0.0002
116 H -1.636 2.759 -2.657  0.0004
117 H -1.243 3.961 -1.381  -0.0047

M = 1054.58 g/mol
Charge = -1
Electronic energy = -5535.95903 a.u.
Multiplicity = 2



[3]
One molecule with the formula C7H12BN in a non-equilibrium geometry. Source: OMol25; level of theory: wB97M-V/def2-TZVPD.

Last column: Löwdin charge in e.
Atoms and positions in Å:
1 B 2.211 -0.218 -0.557  -0.1733
2 C -3.730 0.948 -0.074  0.0264
3 C -0.107 -2.279 -0.234  0.0706
4 C 0.547 0.969 0.814  -0.0275
5 C -2.411 0.640 -0.166  -0.2178
6 C -0.422 -0.970 -0.094  -0.2526
7 C 3.388 0.682 -0.048  -0.0859
8 C -1.868 -0.626 0.053  -0.0406
9 N 0.765 -0.062 -0.003  -0.0622
10 H 2.337 -1.042 -1.377  0.0549
11 H -4.091 1.940 -0.276  0.0482
12 H -4.458 0.207 0.207  0.0537
13 H 0.908 -2.626 -0.298  0.0507
14 H -0.876 -3.028 -0.294  0.0599
15 H 1.300 1.722 0.930  0.0524
16 H -0.367 1.041 1.377  0.0657
17 H -1.722 1.429 -0.455  0.0994
18 H 3.567 0.565 1.023  0.0657
19 H 3.218 1.747 -0.220  0.0579
20 H 4.318 0.427 -0.559  0.0505
21 H -2.507 -1.467 0.251  0.1041

M = 120.99 g/mol
Relative energy (zero: lowest compared OMol25 entry of this formula, charge and spin) = 88.8 kcal/mol
Charge = 0
Multiplicity = 1



[4]
A 2-piece molecular cluster, C3H2F6OS overall in a non-equilibrium geometry. Source: OMol25; level of theory: wB97M-V/def2-TZVPD.

Last column: Löwdin charge in e.
Atoms and positions in Å:
1 C -0.097 -0.103 -0.272  -0.1148
2 C 0.160 -1.385 0.441  -0.6403
3 C -1.347 0.711 -0.065  -0.5637
4 O 0.552 0.140 -1.438  0.0821
5 F -0.947 -2.156 0.393  0.1532
6 F 0.447 -1.207 1.759  0.1357
7 F 1.053 -2.080 -0.131  0.2319
8 F -1.940 0.360 1.117  0.1430
9 F -2.194 0.510 -1.088  0.1602
10 F -1.200 2.026 -0.057  0.1683
11 S 2.472 1.596 0.859  0.4317
12 H 1.477 -0.106 -1.379  0.1044
13 H 1.563 1.693 -0.139  -0.2917

M = 200.10 g/mol
Relative energy (zero: lowest compared OMol25 entry of this formula, charge and spin) = 61.3 kcal/mol
Charge = 0
Multiplicity = 1



What is the M in the third record? 120.99 g/mol



What is the M in the third record? 120.99 g/mol



Which of these has the highest M? C54H53AlGeINO5S



Which value of multiplicity does entry 4 give? 1